Here is C28H29N5O5 in the gas phase from the OMol25 dataset. Energies are from wB97M-V/def2-TZVPD.

Relative energy (zero: lowest compared OMol25 entry of this formula, charge and spin) (eV): 0.128
E_LUMO (eV): 0.128
HOMO-LUMO gap (eV): 7.938

The geometry in ORCA input format:
```
! wB97M-V def2-TZVPD RIJCOSX def2/J DEFGRID3
* xyz 0 1
C 1.669 3.096 -3.355
O 2.829 2.331 -3.591
C 3.397 1.586 -2.599
C 4.359 0.683 -3.043
C 5.008 -0.175 -2.180
C 4.708 -0.151 -0.829
C 5.243 -1.197 0.108
C 4.320 -2.431 0.059
N 2.938 -2.013 0.247
C 2.529 -1.794 1.546
O 3.193 -2.093 2.511
N 1.290 -1.215 1.687
C 0.544 -0.713 0.649
C -0.603 0.041 0.874
C -1.325 0.535 -0.198
C -2.534 1.349 0.133
O -2.462 2.286 0.908
N -3.699 1.004 -0.476
C -3.950 -0.275 -1.108
C -5.013 -1.029 -0.275
N -4.948 -0.585 1.100
C -3.896 -1.063 1.848
C -3.686 -0.686 3.184
C -2.645 -1.263 3.877
C -1.839 -2.208 3.248
C -2.140 -2.532 1.939
N -3.126 -1.979 1.255
C -5.414 0.781 1.234
C -4.910 1.617 0.030
C -0.884 0.320 -1.506
C 0.257 -0.418 -1.730
C 0.971 -0.954 -0.659
C 2.200 -1.719 -0.897
O 2.569 -2.074 -1.994
C 3.784 0.779 -0.369
C 3.125 1.655 -1.222
O 2.207 2.580 -0.782
C 1.979 2.714 0.597
H 1.875 3.964 -2.725
H 1.347 3.432 -4.341
H 0.878 2.499 -2.895
H 4.564 0.663 -4.101
H 5.727 -0.881 -2.564
H 5.270 -0.821 1.132
H 6.247 -1.505 -0.181
H 4.377 -2.910 -0.919
H 4.580 -3.137 0.849
H 0.974 -1.069 2.637
H -0.932 0.249 1.881
H -3.031 -0.858 -1.131
H -4.305 -0.113 -2.131
H -6.023 -0.825 -0.640
H -4.823 -2.100 -0.309
H -4.333 0.024 3.674
H -2.463 -0.988 4.906
H -1.021 -2.683 3.766
H -1.562 -3.266 1.392
H -6.509 0.788 1.269
H -5.031 1.213 2.156
H -4.678 2.635 0.342
H -5.645 1.641 -0.777
H -1.432 0.745 -2.333
H 0.631 -0.599 -2.726
H 3.574 0.812 0.690
H 2.893 2.994 1.132
H 1.564 1.799 1.033
H 1.243 3.511 0.693
*
```



Here is 2 unconnected molecules or ions with the total composition C6H6N2O2 from the OMol25 dataset. Energies are from wB97M-V/def2-TZVPD.

Relative energy (zero: lowest compared OMol25 entry of this formula, charge and spin) (eV): 3.387
E_LUMO (eV): -0.030
HOMO-LUMO gap (eV): 9.369

The geometry in ORCA input format:
```
! wB97M-V def2-TZVPD RIJCOSX def2/J DEFGRID3
* xyz 0 1
O 1.057 -1.601 1.170
C 0.073 -0.995 0.610
C -1.085 -1.620 -0.074
C -2.019 -0.717 -0.632
N -2.176 0.550 -0.345
C -1.125 1.250 0.411
O -1.108 2.395 0.684
N 0.070 0.483 0.557
H -1.063 -2.730 -0.306
H -2.947 -1.208 -1.030
H -3.261 0.958 -0.383
H 0.750 0.836 1.374
C 2.682 0.399 -0.694
C 3.769 0.730 -0.347
H 1.653 0.156 -0.936
H 4.731 1.113 -0.060
*
```



Here is a gas-phase ion, C11H9IN (charge +1) from the OMol25 dataset. Energies are from wB97M-V/def2-TZVPD.

Relative energy (zero: lowest compared OMol25 entry of this formula, charge and spin) (eV): 0.139
E_LUMO (eV): -6.074
HOMO-LUMO gap (eV): 6.252

The geometry in ORCA input format:
```
! wB97M-V def2-TZVPD RIJCOSX def2/J DEFGRID3
* xyz 1 1
I -1.107 -1.604 1.483
C 0.407 -0.163 1.407
C 0.066 1.190 1.918
C -0.926 1.957 1.527
C -2.073 1.743 0.680
C -2.371 0.988 -0.434
C -1.602 0.341 -1.427
N -0.316 0.244 -1.268
C 0.618 -0.194 -1.944
C 1.481 -1.134 -2.231
C 1.933 -1.969 -1.123
C 1.881 -1.777 0.169
C 1.620 -0.526 0.930
H 0.669 1.551 2.763
H -1.068 2.739 2.317
H -2.906 2.357 0.963
H -3.341 1.022 -0.750
H -1.929 0.206 -2.406
H 1.822 -1.461 -3.226
H 2.225 -2.958 -1.334
H 2.295 -2.486 0.903
H 2.623 -0.066 1.082
*
```



Here is C8H11N2PS2 in the gas phase from the OMol25 dataset. Energies are from wB97M-V/def2-TZVPD.

Relative energy (zero: lowest compared OMol25 entry of this formula, charge and spin) (eV): 1.423
E_LUMO (spin up / spin down) (eV): -2.018 / -1.360
HOMO-LUMO gap (spin up / spin down) (eV): 6.092 / 6.693

The geometry in ORCA input format:
```
! wB97M-V def2-TZVPD RIJCOSX def2/J DEFGRID3
* xyz 0 1
C 3.017 -1.053 -2.227
C 3.243 -0.602 -0.923
C 1.849 -1.572 -2.607
C 2.238 -0.767 0.008
C 0.776 -1.750 -1.654
C 0.998 -1.307 -0.355
C -2.810 2.062 0.937
C -2.128 0.883 2.970
N -0.412 -2.184 -2.060
N -1.830 1.295 1.664
P -0.333 0.967 1.029
S -0.296 1.838 -0.779
S -0.165 -1.294 0.922
H 3.797 -0.875 -2.946
H 4.061 0.021 -0.712
H 1.683 -1.898 -3.622
H 2.339 -0.441 0.994
H -3.379 2.338 1.719
H -2.239 2.891 0.482
H -3.495 1.578 0.266
H -1.110 0.459 3.425
H -2.450 1.660 3.620
H -2.868 -0.064 2.965
H -0.485 -2.184 -3.116
*
```



Here is a molecular structure, C20H38Cl3N2O4RhSi from the OMol25 dataset. Energies are from wB97M-V/def2-TZVPD.

E_LUMO (spin up / spin down) (eV): 0.344 / -1.650
Expectation value of S²: 6.01
HOMO-LUMO gap (spin up / spin down) (eV): 7.750 / 6.292

The geometry in ORCA input format:
```
! wB97M-V def2-TZVPD RIJCOSX def2/J DEFGRID3
* xyz 0 5
C 2.566 -1.742 -3.935
C 1.604 -0.855 -3.212
H 2.155 -2.231 -4.820
H 3.140 -2.422 -3.292
H 3.270 -1.005 -4.287
C 0.361 -0.499 -3.618
C 0.113 -0.089 -5.020
H -0.543 -0.398 -2.977
H -0.292 -0.958 -5.556
H 1.016 0.294 -5.523
H -0.621 0.707 -5.044
Rh -0.634 -0.418 3.639
Cl 0.977 -0.206 5.195
Cl -0.664 -2.714 3.668
C 0.076 2.520 3.241
O -1.029 1.932 3.321
N 0.266 3.808 2.946
C -0.885 4.618 2.601
C 1.596 4.382 3.058
H 0.959 1.901 3.310
H -1.673 4.550 3.359
H -1.298 4.280 1.642
H -0.557 5.653 2.503
H 2.260 3.719 3.623
H 1.584 5.336 3.586
H 2.051 4.546 2.074
H -2.794 -2.109 -0.624
H -3.025 0.953 -1.902
C -3.578 -1.388 -0.362
C -3.471 1.002 -0.900
N -3.049 -0.072 -0.025
H -4.136 -1.788 0.488
C -2.602 0.223 1.225
O -2.293 -0.664 2.048
H -3.272 1.967 -0.443
H -2.617 1.301 1.484
H -4.247 -1.233 -1.220
H -4.548 0.941 -1.051
O 1.193 -1.861 -1.158
C 1.938 -0.834 -1.746
C 0.145 0.722 -0.907
C 1.509 0.461 -1.058
H -0.572 -0.089 -1.004
C -0.319 2.008 -0.655
H 3.001 -1.049 -1.578
C 2.410 1.507 -0.815
H -1.390 2.204 -0.592
C 0.590 3.040 -0.474
C 1.936 2.734 -0.318
H 3.469 1.298 -0.946
H 0.226 4.055 -0.395
H 2.573 3.481 0.140
Si 1.071 -3.304 -0.509
Cl 0.885 -0.182 2.115
C -0.757 -3.565 -0.294
C 2.163 -3.385 1.016
C 1.574 -4.295 -1.993
H -1.196 -3.315 0.671
H -0.868 -4.633 -0.406
H -1.336 -3.134 -1.109
H 0.991 -3.992 -2.882
H 1.398 -5.332 -1.703
H 2.621 -4.029 -2.179
H 3.051 -2.733 0.958
H 2.540 -4.421 1.038
H 1.716 -3.256 2.005
O -2.367 -0.406 4.910
H -1.878 -0.157 5.726
H -2.485 -1.381 4.943
*
```



Here is 2 unconnected molecules or ions with the total composition C4H12N2O from the OMol25 dataset. Energies are from wB97M-V/def2-TZVPD.

Relative energy (zero: lowest compared OMol25 entry of this formula, charge and spin) (eV): 1.820
E_LUMO (eV): 0.863
HOMO-LUMO gap (eV): 10.111

The geometry in ORCA input format:
```
! wB97M-V def2-TZVPD RIJCOSX def2/J DEFGRID3
* xyz 0 1
C 0.648 -2.549 0.348
C 0.012 -1.566 -0.652
C 0.345 -0.151 -0.210
N -0.543 0.821 -0.887
C -0.194 2.033 -0.968
N 0.617 2.783 -0.135
H 0.075 -2.570 1.267
H 1.715 -2.363 0.457
H 0.661 -3.588 -0.028
H -1.085 -1.618 -0.678
H 0.341 -1.877 -1.644
H 0.538 0.092 0.834
H 1.305 0.041 -0.746
H -0.736 2.718 -1.629
H 0.519 3.782 -0.207
H 1.452 2.366 0.244
O -1.832 0.820 1.767
H -2.434 0.125 1.954
H -1.406 0.702 0.912
*
```



no.,E_tot (eV)
1,-47196.4916
2,-13391.2396
3,-21130.7575
4,-42411.3092
5,-80978.7634
6,-9369.3740